68
Properties=species:S:1:pos:R:3 method="wB97M-V/def2-TZVPD" e_tot_ev=-61645.50019 de_lowest_kcal_mol=0.0 total_charge=-2 multiplicity=1 e_homo_ev=0.2 lumo_energy_ev=4.43
H 2.03015 2.48632 0.52454
C -2.98589 -2.18540 -2.63555
C -4.88439 -1.38314 -3.86362
C 3.20403 -3.22544 -1.02854
H 4.79690 -0.34223 5.65834
C -3.51459 0.55172 -0.62160
H 3.05877 -0.01243 5.63767
H -2.06424 2.89949 -0.96877
H -4.07109 0.99313 -3.14648
H -1.16903 -2.86584 0.37756
C 2.86914 -4.11428 -2.04940
C 0.96390 3.93396 -0.37633
H 6.48515 -0.15359 3.16920
C -1.42571 4.93420 -1.28411
H 4.83481 2.97673 3.08737
Cl 4.12300 -4.73885 -3.12307
H 5.36401 -1.15797 2.24122
H -0.45950 -4.33924 -1.53951
H -5.02925 0.91703 1.83364
C -0.15176 -2.49099 0.43101
H 2.84671 3.99815 0.38983
C -3.71454 -1.11803 -3.16041
C 0.56634 -4.01452 -1.39621
C -3.94814 0.87609 1.84658
C 2.60425 0.62568 2.37776
Si 4.07408 0.60852 3.42869
N -1.78644 0.66617 1.14293
H -0.88617 0.87586 3.03061
C 1.65204 0.63014 1.59250
C -3.23858 0.30225 -2.93492
H -0.41165 6.81679 -1.52511
C -3.42580 -3.48608 -2.81726
H -4.92751 -4.76338 -3.67829
H 3.75768 2.86928 4.47214
H -5.46577 -0.56236 -4.27073
C 1.54918 -4.51259 -2.22254
H 0.11273 -1.96749 1.34302
H 5.81416 0.42720 1.63877
H 5.44562 2.36603 4.62975
C -1.80642 0.85066 2.46288
H -2.42829 0.51612 -3.64068
C 0.87806 5.28624 -0.76753
H -2.85828 -4.30738 -2.39842
Tl 0.11043 0.23095 -0.50063
H 1.30120 -5.21825 -3.00795
C 5.58664 -0.13381 2.54740
H -2.07917 -1.98376 -2.07427
H 4.23872 -2.93228 -0.89143
H -6.23590 -2.88001 -4.60071
H -3.40657 1.15633 3.98143
H -4.60535 0.52476 -0.79295
C -3.11472 0.99233 2.95355
H 1.75300 5.92258 -0.70368
C 4.58234 2.36946 3.95968
N -0.09955 3.10826 -0.47737
H -2.39270 5.29688 -1.60676
C -1.24725 3.61070 -0.91536
C 0.84014 -3.07157 -0.35093
C 2.22721 -2.72735 -0.20124
H 2.49557 -2.03115 0.58609
C -5.32030 -2.68833 -4.05207
H 3.68746 -1.42966 4.81258
N -2.70158 0.49238 -1.60714
N 2.12593 3.38869 0.04696
C -0.32581 5.78060 -1.21717
C 3.89564 -0.38271 5.04208
C -4.58855 -3.74439 -3.53251
C -3.10449 0.68280 0.73549


74
Properties=species:S:1:pos:R:3 method="wB97M-V/def2-TZVPD" e_tot_ev=-110327.29449 de_lowest_kcal_mol=21.4 total_charge=-1 multiplicity=1 e_homo_ev="-5.0 / -5.0" lumo_energy_ev="2.19 / 2.19"
H 2.79934 0.36643 -7.18517
C -0.84989 1.17371 0.00484
H 1.51712 -1.72860 -6.87653
Pd 1.11733 -0.84722 2.50369
C 3.07161 3.12734 3.66237
C -3.32193 -1.14222 -2.15608
H -1.96947 -0.65594 -5.21304
H 2.08781 -2.26288 -1.60499
H 3.85472 3.39892 4.37126
O 1.30954 -1.67284 6.19361
C 1.90556 -0.57464 -0.37848
C 1.12150 4.27312 4.85487
N 1.75747 3.12019 4.27280
H 1.51554 -2.65024 0.02064
H 0.09974 -2.02387 -4.88826
H -0.72457 -1.87842 -0.47578
H 1.87717 4.89530 5.33287
C 0.18638 -3.70201 2.71118
C -1.46170 3.49636 0.14232
H -0.46989 2.10204 5.19040
H -3.07807 -1.09497 -1.09908
C 1.45638 -0.93905 -6.13700
H -4.25732 -1.24406 -5.88881
O 2.14766 -0.34383 0.85110
C 1.22979 1.88899 4.10513
C 0.57469 -0.10421 -4.03919
C -4.95678 -1.51704 -3.87946
O 4.22629 1.18111 2.78283
C 3.21802 1.65611 3.22733
H -1.68908 4.37660 0.73293
O 2.07052 0.26295 -1.27051
C 1.41404 -1.95068 -0.80433
H -1.24145 2.49542 -3.08366
H 1.73384 -3.85491 4.66603
C 1.31874 1.06152 -4.21538
O 0.24844 -1.09840 4.30944
H 2.88984 -2.61337 4.14435
N 0.00842 1.52925 4.52012
H -1.68209 -4.02546 1.79756
C 1.83495 -2.89086 4.16851
Ge -0.52587 -0.37940 -2.45243
H -0.58866 0.25528 0.51816
C -1.49062 3.56345 -1.24442
C -1.20647 2.43197 -2.00016
H -1.73834 4.49544 -1.73866
H -0.10766 0.50820 4.58424
N -1.27457 -1.91901 1.85018
C 0.65798 -1.10086 -5.01023
H 1.30755 1.82041 -3.44307
C 1.10261 -1.83278 5.00934
C -2.70198 -0.89373 -4.45059
H 0.59403 4.87629 4.10970
C -0.87284 1.22553 -1.38853
H -2.00872 -1.67963 1.19640
H 2.68281 2.14209 -5.46493
H 0.41238 3.97634 5.62723
N 1.26763 -2.90647 2.82214
C 2.10631 1.23281 -5.34477
C 2.17640 0.23421 -6.30888
O -0.02315 -4.71959 3.37786
H 3.12445 3.78324 2.78974
H -5.36108 -1.69320 -1.77719
H -0.46226 -3.42841 0.66398
H -0.26921 -2.82093 -1.87843
C -0.02862 -1.91145 -1.32349
C -3.99756 -1.22189 -4.83684
H -1.61794 -1.76589 2.79188
C -1.14612 2.29581 0.76625
H -1.12521 2.22663 1.84878
C -2.33705 -0.85378 -3.10539
C -4.61638 -1.47368 -2.53303
C -0.86649 -3.31100 1.67256
N 2.01008 1.02845 3.48090
H -5.96561 -1.77408 -4.17872


72
Properties=species:S:1:pos:R:3 method="wB97M-V/def2-TZVPD" e_tot_ev=-68461.70845 de_lowest_kcal_mol=1.6 multiplicity=1 e_homo_ev=-7.6 smiles="CCOC(=O)c1c(NC(=O)C2=C(Nc3ccc(C(C)=O)cc3)S[C@H]3C=CC=CN23)sc(C(=O)N(CC)CC)c1C" lumo_energy_ev=-0.12
H -1.80039 3.89782 -5.22952
H -1.38189 -7.43205 -2.71398
H -1.39825 2.21642 -6.99641
N -0.19394 1.71702 -5.40476
H 1.63208 -3.98387 4.70801
O -0.28326 -4.35400 -3.51137
H -1.21790 4.68151 -6.70209
H 0.11557 -2.78421 -5.59352
O -0.10049 0.72465 0.13265
C 1.06214 -2.50747 3.24206
N 0.28485 1.32245 2.68065
H 0.29348 2.74955 -7.14580
S -0.49666 0.42501 -2.33054
C -1.08585 0.75742 -5.06686
S 0.77149 -0.72820 4.41823
C -0.98132 -2.97616 2.09737
N 0.16235 -2.24607 2.22351
C 0.82572 6.07473 5.70682
C 0.42595 3.67642 2.85825
H -2.05854 -4.71026 2.64434
N -0.08351 -1.45598 -0.45388
H 0.32610 3.71742 1.78325
C 0.55684 4.83003 3.59194
O -0.04220 -3.95236 -1.31539
C -0.70665 -0.16795 -3.96572
C -0.94671 4.00915 -5.89271
C -0.21670 -4.49312 3.78006
C 0.53917 2.38178 4.88409
O -2.16385 0.63846 -5.62605
H 1.03164 7.01977 7.60528
H 0.17419 -6.17857 -4.20834
H 3.07831 0.83007 -5.20452
H -2.25658 -6.15603 -3.57615
H 0.06011 5.53589 7.63579
C -1.49158 -6.35769 -2.83012
H -1.80261 -5.93026 -1.87990
H -1.57865 -3.04394 -5.20521
C 2.05731 0.72652 -5.56205
H 0.59467 -5.91346 -2.48729
H -0.12734 4.45311 -5.33126
C 1.16246 1.77439 -4.90079
H 1.16811 1.63540 -3.81836
C -0.29586 -1.18216 -1.76880
H -1.69226 -2.60979 1.37294
C -1.17948 -4.11136 2.80754
H 0.10702 1.52183 1.68206
C 0.42358 2.42874 3.49501
C 0.88266 -3.72952 3.97623
H 2.05212 0.84814 -6.64286
C -0.81223 -2.28170 -5.32288
H 1.82027 5.43512 7.49515
C 0.20994 -0.88292 1.83199
C 0.67373 3.54524 5.61328
H 0.52164 1.43391 5.39727
H 0.04124 -2.45162 -0.25318
H 0.76391 3.46961 6.68522
O 0.84699 7.13329 5.11609
H 2.08370 -2.22131 3.00704
C 0.39139 0.00335 2.90485
H 1.70313 -0.27371 -5.32649
C -0.00578 -0.46236 0.48962
H 1.54936 2.77364 -5.10985
C -0.16319 -5.75198 -3.26140
C 0.94192 6.01062 7.21141
H -1.10712 -1.60631 -6.12070
H -0.36135 -5.40484 4.33781
C -0.38285 -2.13173 -2.77659
C -0.22639 -3.53992 -2.45501
H 0.56191 5.79517 3.10812
C -0.64626 -1.52607 -4.04861
C 0.68648 4.78943 4.98446
C -0.55145 2.64846 -6.45844


64
Properties=species:S:1:pos:R:3 method="wB97M-V/def2-TZVPD" e_tot_ev=-36169.62152 de_lowest_kcal_mol=5.4 total_charge=+1 multiplicity=1 e_homo_ev=-8.9 lumo_energy_ev=-4.90
C 5.58052 2.66804 -2.73632
H -3.74068 -0.18360 3.48772
C 3.94080 0.88261 -2.88872
C 4.39988 -1.31526 0.52987
H -3.70568 0.85625 5.69326
C -1.32716 1.67613 -2.11676
C 4.30662 -2.68179 0.21321
N -0.94968 -0.75693 3.45541
H -2.58500 3.45742 -2.08712
C 2.88525 1.75848 -3.24226
C -5.86424 1.19298 -2.98906
C -3.68029 1.66992 -2.50192
C -3.29269 -0.74561 4.31520
C -0.04652 -0.47673 -2.38865
C 1.26546 -0.00670 -2.66592
H -2.56958 -0.35046 6.30658
H -6.68415 1.25562 -2.26410
H 3.03701 -4.43724 0.25946
C -0.12080 -1.22899 2.50462
H -1.86338 -2.33664 4.52197
C -1.26318 0.26686 -2.39430
C 2.12546 -1.33711 1.42060
H -2.42364 -2.07748 2.85870
H 2.16349 -1.93953 -2.22657
C 1.03449 -0.62853 2.04563
C 3.66534 -0.49073 -2.68588
C 2.05377 -2.72163 1.12141
H 5.09016 3.29022 -1.97431
H 4.50412 -1.17314 -2.59045
H -2.05871 1.78277 4.17507
H -6.26941 1.40969 -3.98654
H -5.25128 -0.70668 -3.87424
H 0.05951 -0.12460 5.21050
C -5.11507 -0.14451 -2.94624
C -3.69027 0.26606 -2.70180
H 5.35443 3.05042 -3.74130
C 3.33814 -0.65619 1.13900
H -0.41073 2.21232 -1.86877
C -2.12708 -1.56255 3.78066
H 3.43320 0.38800 1.44287
C -1.70060 1.09159 4.94719
H -5.51713 -0.76043 -2.13385
H -4.04989 -1.43711 4.69195
H 0.13659 0.98634 3.83882
H -1.33611 1.69748 5.77987
C -2.48801 -0.41734 -2.68923
H -2.44887 -1.47247 -2.96823
C -2.86089 0.21874 5.41443
C 2.37379 -0.90435 -2.49402
O 5.20872 1.28107 -2.60373
H 6.65966 2.66694 -2.57559
H 0.77402 1.92667 -3.55470
H -0.46991 -2.16259 2.03698
H -0.15111 -1.55808 -2.28562
O -4.90140 2.25155 -2.65383
C 3.11913 -3.37209 0.50797
H 5.13944 -3.19172 -0.27293
H 5.31308 -0.76360 0.28882
C 1.57945 1.29302 -3.18237
C -2.50774 2.38095 -2.20809
H 3.09811 2.78884 -3.52474
C -0.52724 0.29736 4.37173
H 1.15836 -3.27877 1.41301
H 1.20011 0.43682 2.24563